The following is a DFT calculation (ωB97M-V with the def2-TZVPD basis set) of 2 unconnected molecules or ions with the total composition C4H9O3 in a non-equilibrium geometry.

## Properties
DFT total energy   -10437.2458 eV
Relative energy (zero: lowest compared OMol25 entry of this formula, charge and spin)   117.7 kJ/mol
Highest occupied orbital energy   -4.177 eV
Spin multiplicity   1
HOMO-LUMO gap   8.1 eV
Total charge   -1

Atoms and positions in Å:
C (0.2916, -2.0726, 0.5769)
C (-0.8661, -1.1024, 0.9440)
O (1.4166, -1.2131, 0.5827)
H (0.6297, -2.8501, 1.2289)
H (0.1410, -2.4714, -0.4262)
H (-0.5843, -0.5007, 1.8735)
H (1.5154, -0.6457, -0.1627)
H (-1.8146, -1.5580, 1.1632)
H (-1.0040, -0.3228, 0.2716)
C (-0.5659, 1.8479, -0.6868)
C (0.8834, 1.7722, -1.1241)
O (1.4402, 0.6525, -1.3135)
O (1.4460, 2.8660, -1.1346)
H (-0.6092, 2.2265, 0.3382)
H (-1.0304, 0.8467, -0.8506)
H (-1.2895, 2.5251, -1.2807)

Force components x, y, z for each atom (eV/Å):
C 0.24 3.04 -0.97
C 0.77 -1.19 3.17
O 1.18 -1.75 1.87
H -0.84 -0.67 0.78
H -0.19 -0.30 -0.13
H -0.12 -1.10 -0.85
H -0.43 1.34 -1.77
H -0.65 -0.46 0.00
H 0.00 0.56 -1.55
C -2.49 -0.48 -1.37
C 0.75 0.14 0.29
O -0.68 -0.19 -0.24
O 0.66 1.17 -0.34
H -0.07 -0.45 0.00
H 0.22 0.90 0.55
H 1.65 -0.55 0.56


The following is a DFT calculation (ωB97M-V with the def2-TZVPD basis set) of a molecular structure, C3H6N4O in a non-equilibrium geometry.

## Properties
DFT total energy   -11206.5649 eV
Relative energy (zero: lowest compared OMol25 entry of this formula, charge and spin)   985.3 kJ/mol
Highest occupied orbital energy   -8.649 eV
Spin multiplicity   1
HOMO-LUMO gap   8.8 eV

Atoms and positions in Å:
C (2.3786, 0.1567, -0.1922)
C (0.1017, -0.2182, -0.4076)
C (-0.8974, -0.5018, 0.4108)
H (2.2360, 1.6910, 0.5650)
H (2.3019, -0.7159, 1.0110)
H (3.5558, 0.1225, -1.0040)
H (1.2798, -1.0076, -1.8637)
H (-1.9088, -1.6829, 1.8525)
H (-0.2007, -2.3057, 1.2681)
N (1.2830, -0.7842, -0.9199)
N (0.0291, 0.9966, -0.7625)
N (-0.9061, 1.6509, -0.2793)
N (-1.0290, -1.5560, 1.2668)
O (-1.5500, 0.6409, 0.5211)

Force components x, y, z for each atom (eV/Å):
C 2.04 -3.02 1.28
C 2.77 -3.21 -2.55
C -0.17 -0.24 2.09
H -0.04 -3.79 -2.53
H 1.19 3.14 -3.42
H -3.75 0.11 3.10
H 0.38 0.48 -2.11
H 2.08 0.12 -1.34
H -3.00 2.45 -0.01
N 1.86 1.18 4.84
N -0.69 6.38 -2.27
N -0.27 -1.42 0.22
N 0.14 -2.10 0.82
O -2.55 -0.07 1.87


The following is a DFT calculation (ωB97M-V with the def2-TZVPD basis set) of 11 unconnected molecules or ions with the total composition C27H76O13 in a non-equilibrium geometry.

## Properties
DFT total energy   -55845.6142 eV
Relative energy (zero: lowest compared OMol25 entry of this formula, charge and spin)   0.0 kJ/mol
Highest occupied orbital energy   -9.476 eV
Spin multiplicity   1
HOMO-LUMO gap   9.8 eV

Atoms and positions in Å:
C (3.0406, -5.7297, -1.0073)
C (2.3768, -4.4343, -0.5376)
O (1.2939, -4.1681, -1.4779)
H (3.8360, -5.9117, -0.3328)
H (3.3835, -5.6105, -2.0275)
H (2.3545, -6.5691, -1.0416)
H (3.1011, -3.6131, -0.6169)
H (1.9868, -4.5542, 0.4663)
H (1.0799, -3.2238, -1.4085)
C (-1.6382, 2.9579, 2.6141)
C (-1.8657, 2.1875, 1.3181)
O (-3.1196, 1.5917, 1.5212)
H (-0.7168, 3.5408, 2.5840)
H (-1.4233, 2.3151, 3.5011)
H (-2.4279, 3.6866, 2.8005)
H (-1.0775, 1.3729, 1.2104)
H (-1.8287, 2.9016, 0.3896)
H (-3.1853, 0.9867, 0.7742)
C (1.8238, -0.6529, 4.1344)
C (1.4819, -1.2688, 2.7902)
O (0.7724, -2.5249, 2.8465)
H (0.9669, -0.3967, 4.7287)
H (2.4361, 0.2535, 3.9508)
H (2.4262, -1.4267, 4.6285)
H (2.4035, -1.4153, 2.2408)
H (0.8110, -0.6059, 2.2591)
H (1.0040, -3.0987, 3.6287)
C (0.9247, 4.3679, 0.6549)
C (1.7393, 4.7067, -0.5451)
O (2.6808, 3.6810, -0.9343)
H (0.0196, 5.0133, 0.7104)
H (1.4627, 4.4537, 1.5758)
H (0.6188, 3.3024, 0.5488)
H (2.3565, 5.6238, -0.2806)
H (1.1163, 5.0820, -1.3220)
H (2.1507, 3.0143, -1.2588)
C (-2.5539, -5.2653, -0.6262)
C (-1.6313, -6.4310, -0.4676)
O (-0.5926, -6.3887, -1.3629)
O (-1.9517, -4.0095, -0.2971)
H (-3.3570, -5.4202, 0.0914)
H (-2.9003, -5.2129, -1.6775)
H (-2.3896, -7.2817, -0.6756)
H (-1.3626, -6.5004, 0.6110)
H (-0.1984, -5.4957, -1.4002)
H (-1.7251, -4.0270, 0.6404)
C (-0.7965, -2.1304, -4.7558)
C (-1.4839, -2.9008, -3.6196)
O (-1.2994, -2.1517, -2.3662)
O (-1.4995, -2.1581, -5.9649)
H (0.2613, -2.2053, -4.9767)
H (-0.9006, -1.0524, -4.4224)
H (-0.9748, -3.8754, -3.5176)
H (-2.5361, -3.1100, -3.8153)
H (-1.5548, -2.8513, -1.7192)
H (-1.1934, -2.8750, -6.5026)
C (2.8585, 0.6368, -2.3798)
C (1.4263, 0.5889, -1.8870)
C (1.3936, -0.0931, -0.5220)
O (0.8148, 1.8325, -1.9417)
H (2.9804, 1.3673, -3.2455)
H (3.2839, -0.3217, -2.5634)
H (3.4170, 1.2558, -1.6468)
H (0.8951, -0.1100, -2.5484)
H (1.9106, -1.0358, -0.6257)
H (0.4250, -0.3911, -0.1686)
H (1.7187, 0.5852, 0.2856)
H (-0.0568, 1.7141, -1.6065)
C (-3.8166, -3.8868, 3.1632)
C (-2.6947, -2.9056, 2.8399)
C (-2.2935, -2.0633, 4.0448)
O (-1.6136, -3.6464, 2.3855)
H (-4.7717, -3.3559, 3.5365)
H (-3.4986, -4.6997, 3.8895)
H (-4.1410, -4.4108, 2.1892)
H (-3.0498, -2.2012, 2.0803)
H (-3.1393, -1.7665, 4.6364)
H (-1.8817, -1.0855, 3.7978)
H (-1.6191, -2.6995, 4.6495)
H (-0.7329, -3.1045, 2.3867)
C (4.6578, 3.7052, -4.9008)
C (3.9934, 4.9821, -4.2854)
C (2.5365, 5.0382, -4.7155)
O (4.1342, 5.0843, -2.8968)
H (4.0733, 2.8106, -4.5536)
H (5.6094, 3.6553, -4.4222)
H (4.6995, 3.5915, -5.9883)
H (4.5651, 5.8658, -4.6047)
H (2.2085, 6.0193, -4.4600)
H (2.0320, 4.1902, -4.2398)
H (2.4046, 4.8904, -5.7383)
H (3.5860, 4.4220, -2.4656)
C (-0.3820, 2.9885, 6.4325)
C (0.6238, 3.9939, 5.8542)
C (1.7314, 3.2635, 5.0161)
O (0.0513, 4.9539, 4.9379)
H (-0.6834, 2.3243, 5.6453)
H (-1.2553, 3.5705, 6.7638)
H (0.0263, 2.4402, 7.3098)
H (0.9367, 4.4513, 6.7754)
H (2.0754, 2.4150, 5.6452)
H (2.6031, 3.8405, 4.7903)
H (1.2647, 3.0529, 4.0694)
H (-0.7709, 5.2180, 5.2936)
C (-2.8647, 1.4460, -3.4133)
C (-3.2414, 1.0590, -1.9904)
C (-4.3829, 0.0306, -1.8733)
O (-2.1155, 0.5525, -1.3320)
H (-2.1242, 2.1882, -3.2830)
H (-3.7926, 1.7723, -3.9434)
H (-2.4389, 0.5830, -3.9567)
H (-3.4936, 1.9142, -1.3779)
H (-4.9043, 0.1694, -0.9122)
H (-3.9082, -0.9322, -1.8214)
H (-5.1399, 0.0883, -2.6485)
H (-1.8552, -0.3344, -1.7212)

Force components x, y, z for each atom (eV/Å):
C -0.98 0.83 -0.32
C -0.29 -0.60 -1.60
O 0.31 0.52 0.61
H 1.02 -0.55 0.48
H 0.38 0.15 -0.11
H -0.25 -0.05 0.35
H -0.13 -0.11 0.34
H -0.08 0.23 0.29
H -0.22 -0.38 -0.09
C 1.51 0.28 0.27
C 1.08 0.71 0.32
O -0.29 -0.55 -1.03
H 0.02 0.18 -0.32
H -0.85 0.13 -0.71
H -0.18 -0.34 0.12
H -0.68 1.04 -0.16
H -0.11 -1.28 1.52
H -0.47 -0.30 -0.03
C 0.86 -0.56 -0.63
C -0.51 0.00 0.42
O 0.42 -0.70 1.15
H -0.44 0.06 0.25
H -0.28 -0.54 0.25
H 0.06 0.49 0.43
H 0.13 0.00 -0.35
H -0.02 0.06 -0.39
H -0.05 1.19 -1.13
C -1.30 -1.07 -0.24
C 2.40 1.93 1.01
O 0.96 3.13 1.27
H 0.54 -0.48 0.00
H 0.42 0.08 0.56
H -0.17 0.64 0.22
H -0.38 -1.11 -0.41
H -0.51 -0.35 -1.20
H -1.97 -2.69 -1.25
C -0.12 0.81 0.27
C -2.28 -0.71 0.49
O 0.94 -0.33 -0.57
O 0.05 -0.15 -1.28
H -0.61 -0.08 -0.28
H -0.03 0.07 0.62
H 1.73 0.62 0.13
H 0.31 -0.11 -0.52
H -0.02 -0.21 0.23
H 0.04 0.23 0.69
C -1.16 2.82 0.79
C 1.77 -0.31 0.32
O -0.49 -1.47 -0.84
O -0.75 0.13 -0.35
H 0.36 -0.87 0.64
H 0.20 -0.91 -0.23
H -0.26 0.14 0.22
H -0.03 0.46 -0.22
H 0.24 0.75 0.46
H 0.21 -0.60 -0.41
C 0.09 3.74 -0.13
C 0.13 -2.47 -0.49
C -0.30 0.82 0.37
O 1.03 1.00 -0.21
H -0.50 -1.45 0.39
H 0.36 -0.55 -0.10
H 0.23 -0.94 0.11
H -0.20 0.12 -0.19
H 0.76 -0.09 0.41
H -1.07 -0.01 -0.32
H 0.72 -0.41 -0.36
H -1.51 -0.04 0.44
C -1.61 -0.81 -0.57
C -1.04 0.96 0.81
C 0.24 -0.34 0.34
O 2.66 0.11 -0.83
H 1.63 -0.76 -0.40
H -0.33 1.11 -0.74
H 0.54 0.64 1.42
H -0.09 -0.15 -0.31
H -0.66 -0.28 0.41
H 0.68 -0.25 -0.31
H -0.18 0.66 -0.02
H -1.92 -0.87 0.22
C -1.33 -0.38 1.32
C 0.57 -0.29 -1.60
C 0.99 -0.24 1.49
O 0.18 -0.24 0.05
H 0.43 0.65 -0.14
H 1.00 -0.36 -0.08
H 0.10 0.63 0.17
H -0.32 -0.20 -0.52
H -1.03 0.47 0.45
H -0.34 0.45 0.31
H 0.01 -0.13 -1.92
H -0.17 -0.27 0.51
C -0.10 0.63 -0.17
C 0.43 -0.77 -0.82
C -0.79 0.28 2.12
O 1.38 -1.07 0.20
H -0.38 -0.66 -0.18
H 0.06 -0.34 0.07
H -0.16 0.33 -0.70
H 1.07 0.94 0.04
H -0.29 0.06 -0.89
H 0.43 0.77 0.08
H -0.16 -0.81 -0.27
H -1.46 0.62 0.53
C -1.66 -0.98 0.08
C -0.85 -0.74 -0.41
C -0.03 0.77 0.76
O 1.67 -1.47 0.36
H 0.74 1.08 -0.56
H 0.98 0.12 0.19
H -0.21 0.30 0.26
H -0.23 0.63 -0.26
H 0.14 -0.07 -0.24
H -0.08 -0.71 -0.33
H 0.09 -0.04 -0.25
H -0.41 1.04 0.37


The following is a DFT calculation (ωB97M-V with the def2-TZVPD basis set) of 2 unconnected molecules or ions with the total composition C5H7ClS in a non-equilibrium geometry.

## Properties
DFT total energy   -28649.9851 eV
Relative energy (zero: lowest compared OMol25 entry of this formula, charge and spin)   541.0 kJ/mol
Highest occupied orbital energy (alpha / beta)   -8.560 / -8.367 eV
Spin multiplicity   1
HOMO-LUMO gap (alpha / beta)   7.5 / 7.7 eV

Atoms and positions in Å:
C (-0.8835, 0.3569, -2.3029)
C (-0.4303, 0.4493, -1.1220)
C (-1.7893, 3.4347, -1.1161)
C (1.0409, 0.7137, -0.5627)
C (-1.3592, 0.4274, 0.1361)
S (-2.9152, 4.4232, -0.5322)
Cl (-0.7321, 3.4583, -2.4017)
H (-0.4966, 0.4891, -3.2462)
H (1.8038, 0.7506, -1.4201)
H (0.9593, 1.7358, -0.2552)
H (1.1350, -0.1573, 0.0504)
H (-1.0343, -0.1120, 0.9892)
H (-1.4761, 1.4833, 0.4673)
H (-2.3781, -0.0680, -0.1336)

Force components x, y, z for each atom (eV/Å):
C -0.73 -0.35 -0.01
C 0.77 -0.01 4.16
C -1.46 1.28 0.81
C -0.99 -0.25 -4.42
C -2.12 0.07 -1.95
S 1.39 -1.22 -0.76
Cl 0.09 0.45 -0.19
H 0.59 0.05 -2.07
H -0.99 -0.44 1.26
H 0.34 0.25 1.40
H 0.87 0.27 1.05
H 0.95 -0.69 0.58
H -0.28 -0.69 -0.26
H 1.57 1.29 0.40


Repeat the first record exactly.
The following is a DFT calculation (ωB97M-V with the def2-TZVPD basis set) of 2 unconnected molecules or ions with the total composition C4H9O3 in a non-equilibrium geometry.

## Properties
DFT total energy   -10437.2458 eV
Relative energy (zero: lowest compared OMol25 entry of this formula, charge and spin)   117.7 kJ/mol
Highest occupied orbital energy   -4.177 eV
Spin multiplicity   1
HOMO-LUMO gap   8.1 eV
Total charge   -1

Atoms and positions in Å:
C (0.2916, -2.0726, 0.5769)
C (-0.8661, -1.1024, 0.9440)
O (1.4166, -1.2131, 0.5827)
H (0.6297, -2.8501, 1.2289)
H (0.1410, -2.4714, -0.4262)
H (-0.5843, -0.5007, 1.8735)
H (1.5154, -0.6457, -0.1627)
H (-1.8146, -1.5580, 1.1632)
H (-1.0040, -0.3228, 0.2716)
C (-0.5659, 1.8479, -0.6868)
C (0.8834, 1.7722, -1.1241)
O (1.4402, 0.6525, -1.3135)
O (1.4460, 2.8660, -1.1346)
H (-0.6092, 2.2265, 0.3382)
H (-1.0304, 0.8467, -0.8506)
H (-1.2895, 2.5251, -1.2807)

Force components x, y, z for each atom (eV/Å):
C 0.24 3.04 -0.97
C 0.77 -1.19 3.17
O 1.18 -1.75 1.87
H -0.84 -0.67 0.78
H -0.19 -0.30 -0.13
H -0.12 -1.10 -0.85
H -0.43 1.34 -1.77
H -0.65 -0.46 0.00
H 0.00 0.56 -1.55
C -2.49 -0.48 -1.37
C 0.75 0.14 0.29
O -0.68 -0.19 -0.24
O 0.66 1.17 -0.34
H -0.07 -0.45 0.00
H 0.22 0.90 0.55
H 1.65 -0.55 0.56